Entry 1:
The following is a quantum chemistry calculation of an isolated molecule of CH3N3O2Si, from the OMol25 dataset.

Last column: Löwdin charge in e.
Geometry (Å):
N  2.59170  1.61857  -0.53282  -0.006
C  1.53726  1.48244  -0.09846  -0.267
Si  -0.42679  0.41400  0.43146  0.741
N  -0.21860  -0.96009  1.37253  -0.063
N  -0.71152  -0.18789  -1.34610  -0.442
O  -0.59142  0.72159  -2.18959  -0.016
O  -0.77586  -1.39718  -1.63060  0.002
H  -1.38198  1.30906  0.81750  -0.045
H  -0.54465  -1.89324  1.15113  0.056
H  0.52185  -1.10726  2.02496  0.041

2S+1	1
orbital gap	10.3360	eV
total charge	0
SMILES	N#C[Si@H](N)[N+](=O)[O-]
E_HOMO	-11.264	eV
largest force on an atom	0.09399	Eh/bohr
relative energy (zero: lowest compared OMol25 entry of this formula, charge and spin)	1.395	eV
energy	-17525.225	eV

---

Entry 2:
The following is a quantum chemistry calculation of the ion C29H32NO with charge +1, from the OMol25 dataset.

Last column: Löwdin charge in e.
Geometry (Å):
C  5.96851  -2.84738  -2.68676  -0.070
O  5.51325  -1.50136  -2.76877  -0.087
C  4.21050  -1.21609  -2.46636  -0.260
C  3.82764  0.12878  -2.65188  0.021
C  2.61320  0.56224  -2.12943  -0.035
C  1.75857  -0.36639  -1.49684  -0.210
C  0.45510  0.04600  -0.75336  -0.143
C  -0.82180  -0.66452  -1.29626  -0.135
C  -2.05828  -0.04807  -1.03069  -0.070
C  -3.24940  -0.57228  -1.50341  -0.045
C  -3.29131  -1.69288  -2.35202  -0.280
C  -4.56879  -2.36310  -2.71443  -0.054
C  -2.06661  -2.22924  -2.71727  -0.039
C  -0.85202  -1.71554  -2.25881  -0.015
C  0.73370  0.20735  0.81179  -0.143
C  2.08849  1.00006  1.05474  -0.093
C  1.89719  2.45997  0.60251  -0.129
C  0.56606  3.05795  0.93289  -0.134
C  0.25922  4.34279  0.47431  -0.004
C  -0.88808  4.99633  0.93614  -0.016
C  -1.67614  4.36840  1.91770  -0.043
C  -1.38795  3.08130  2.33236  -0.007
C  -0.37779  2.31129  1.71041  -0.092
C  -0.31412  0.87739  1.75147  -0.040
N  -1.12326  0.20395  2.59887  -0.021
C  -2.62102  0.22082  2.39579  -0.095
C  -3.17817  -0.73781  3.44737  -0.141
C  -1.97242  -1.38378  4.14214  -0.145
C  -0.72942  -0.98635  3.36006  -0.119
C  2.10628  -1.71288  -1.42739  -0.052
C  3.34749  -2.15168  -1.88846  0.004
H  6.98898  -2.79233  -3.02361  0.091
H  5.92320  -3.23817  -1.65892  0.096
H  5.37820  -3.50148  -3.34075  0.101
H  4.55110  0.82102  -3.07902  0.126
H  2.32566  1.60455  -2.28209  0.115
H  0.29315  1.15205  -0.83228  0.133
H  -2.06386  0.92882  -0.50314  0.121
H  -4.19351  -0.09063  -1.23139  0.119
H  -4.41144  -3.44862  -2.73855  0.084
H  -5.31722  -2.16701  -1.94000  0.079
H  -5.04840  -2.11442  -3.68570  0.097
H  -2.07347  -3.09251  -3.40087  0.126
H  0.06169  -2.12430  -2.72166  0.112
H  0.81539  -0.85296  1.07114  0.131
H  2.42566  0.91014  2.11664  0.137
H  2.85434  0.58264  0.37705  0.113
H  2.74665  3.08450  0.96454  0.150
H  1.98747  2.52739  -0.49685  0.102
H  0.92522  4.80537  -0.26433  0.133
H  -1.16193  5.95058  0.50483  0.118
H  -2.52544  4.92088  2.30090  0.115
H  -1.88335  2.65518  3.19363  0.117
H  -2.87805  -0.12788  1.37192  0.108
H  -3.00945  1.24329  2.50094  0.106
H  -3.80514  -1.48624  2.96133  0.114
H  -3.81500  -0.20410  4.17148  0.120
H  -1.91063  -1.01068  5.17175  0.118
H  -2.08204  -2.46910  4.19645  0.119
H  0.08244  -0.74083  4.04214  0.132
H  -0.41478  -1.77617  2.66940  0.126
H  1.39525  -2.45029  -1.05291  0.121
H  3.67072  -3.17398  -1.68851  0.111

2S+1	1
orbital gap	5.9687	eV
total charge	+1
SMILES	COc1ccc([C@@H](c2ccc(C)cc2)[C@H]2CCc3ccccc3C2=[N+]2CCCC2)cc1
E_HOMO	-10.777	eV
largest force on an atom	0.04898	Eh/bohr
relative energy (zero: lowest compared OMol25 entry of this formula, charge and spin)	1.171	eV
energy	-34121.991	eV

---

Entry 3:
The following is a quantum chemistry calculation of a structure of composition C2H3NO3, from the OMol25 dataset.

Last column: Löwdin charge in e.
Geometry (Å):
O  0.37960  -0.91407  1.89384  -0.090
C  0.46998  -1.17169  0.69480  -0.506
N  0.69560  -0.24144  -0.29875  0.002
C  -0.48514  1.18732  -0.80240  -0.570
O  -1.04865  1.35574  0.31854  0.037
O  -0.96891  1.37455  -1.92551  -0.044
H  0.38373  -2.20431  0.39848  0.074
H  1.16145  0.03003  -1.08932  0.001
H  -0.58766  0.58387  0.81034  0.096

2S+1	2
orbital gap (alpha / beta)	5.4368 / 8.5539	eV
total charge	-1
E_HOMO (alpha / beta)	-1.031 / -4.303	eV
largest force on an atom	0.09961	Eh/bohr
relative energy (zero: lowest compared OMol25 entry of this formula, charge and spin)	2.299	eV
energy	-9752.788	eV

---

Entry 4:
The following is a quantum chemistry calculation of an isolated molecule of C4H9NO, from the OMol25 dataset.

Last column: Löwdin charge in e.
Geometry (Å):
C  -1.28064  -0.61192  0.34813  -0.098
N  -0.25619  0.11837  -0.35941  -0.288
C  -0.62407  1.49197  -0.60950  -0.097
C  1.05627  -0.46915  -0.51858  -0.165
C  1.62868  -0.78855  0.86186  -0.254
O  1.76399  0.07093  1.69777  0.053
H  -2.11037  -0.89261  -0.32082  0.083
H  -1.71473  -0.01024  1.16684  0.087
H  -0.88403  -1.52500  0.80488  0.082
H  -1.05369  1.96180  0.29533  0.081
H  0.22086  2.11066  -0.92246  0.083
H  -1.40789  1.55880  -1.38499  0.080
H  1.73556  0.23514  -1.01684  0.125
H  1.08820  -1.39052  -1.13699  0.112
H  1.83803  -1.85967  1.09478  0.117

2S+1	1
orbital gap	9.0383	eV
total charge	0
SMILES	CN(C)CC=O
E_HOMO	-8.052	eV
largest force on an atom	0.01079	Eh/bohr
relative energy (zero: lowest compared OMol25 entry of this formula, charge and spin)	2.216	eV
energy	-7830.104	eV

---

Entry 5:
The following is a quantum chemistry calculation of a cluster of 2 separate species, C4H14N2O in total, from the OMol25 dataset.

Last column: Löwdin charge in e.
Geometry (Å):
C  -1.96874  -1.54507  -0.40027  -0.141
N  -0.75772  -1.72443  0.36869  -0.102
C  0.35761  -0.81104  0.48176  -0.353
C  1.53769  -0.75319  -0.53305  -0.079
C  -0.27008  0.75748  0.41021  -0.215
N  -1.01903  0.98326  1.62730  -0.006
H  -2.13408  -2.32023  -1.20137  0.088
H  -2.75218  -1.76367  0.32888  0.067
H  -2.19671  -0.57828  -0.83868  0.062
H  -0.38209  -2.64519  0.22714  0.096
H  0.77080  -0.83663  1.46799  0.101
H  2.40081  -0.49707  0.10830  0.075
H  1.55286  0.00407  -1.32317  0.058
H  1.74175  -1.70377  -1.04675  0.063
H  0.60114  1.34822  0.18798  0.068
H  -0.96992  0.68673  -0.40581  0.073
H  -0.44310  0.96202  2.47106  0.075
H  -1.88959  0.49060  1.61735  0.051
O  1.85925  3.01002  -1.19670  -0.052
H  1.19115  3.67054  -1.02666  0.037
H  2.77020  3.26563  -1.32418  0.034

2S+1	1
orbital gap	8.9377	eV
total charge	0
SMILES	CN[C@@H](C)CN.O
E_HOMO	-8.101	eV
largest force on an atom	0.09236	Eh/bohr
relative energy (zero: lowest compared OMol25 entry of this formula, charge and spin)	2.597	eV
energy	-9401.010	eV

---

Entry 6:
The following is a quantum chemistry calculation of a cluster of 17 separate species, C28H76F3INO20 in total, from the OMol25 dataset.

Last column: Löwdin charge in e.
Geometry (Å):
O  9.04335  -1.37660  1.21498  0.079
C  8.64743  -0.28603  1.32385  -0.790
I  9.60264  1.35022  0.28425  0.889
C  7.46857  0.07260  2.20389  -0.148
O  6.90726  1.34647  1.91311  -0.017
C  6.07042  1.35260  0.88996  -0.512
O  5.90274  0.44136  0.13413  0.167
C  5.27409  2.59267  0.69446  -0.057
C  5.79777  3.69271  0.03164  0.026
C  4.96148  4.75664  -0.14407  -0.011
N  3.69416  4.70999  0.29355  0.181
C  3.14378  3.65692  0.93419  -0.158
C  1.70238  3.67516  1.34580  -0.055
C  0.99082  2.55929  0.55068  -0.170
O  1.05736  1.29765  1.19585  -0.109
C  1.52662  0.24042  0.40191  -0.084
C  0.58343  -0.96472  0.50138  -0.582
F  -0.10447  -0.98997  1.64375  0.160
F  1.30172  -2.10174  0.43101  0.141
F  -0.28442  -0.98726  -0.52391  0.143
C  3.96016  2.56534  1.15744  0.094
H  6.74024  -0.72861  2.17531  0.147
H  7.84416  0.13031  3.22216  0.151
H  6.81305  3.68411  -0.32101  0.130
H  5.32809  5.63741  -0.63357  0.137
H  3.12242  5.52523  0.10825  0.187
H  1.24484  4.59444  0.99852  0.104
H  1.59370  3.54132  2.41663  0.124
H  -0.04988  2.85191  0.44398  0.114
H  1.41690  2.54026  -0.45348  0.120
H  1.59645  0.48042  -0.65731  0.140
H  2.50342  -0.12178  0.72370  0.132
H  3.58148  1.70130  1.67607  0.141
C  -0.76975  -3.31237  -2.84900  -0.156
O  -0.47250  -2.15152  -3.63234  -0.130
H  -1.07311  -4.10667  -3.52358  0.079
H  0.11550  -3.63383  -2.29278  0.074
H  -1.58666  -3.10583  -2.15835  0.062
H  -0.20993  -1.45861  -3.02237  0.043
C  3.58327  3.22395  -3.45349  -0.133
O  4.79378  3.31356  -2.69191  -0.127
H  3.46126  4.15107  -4.00521  0.082
H  3.63534  2.39961  -4.16282  0.079
H  2.72042  3.08271  -2.79028  0.064
H  4.89420  2.48093  -2.21917  0.068
C  -5.09106  -3.54941  -2.17628  -0.136
O  -3.90900  -4.04584  -2.80425  -0.131
H  -5.09518  -3.89797  -1.14683  0.061
H  -5.09527  -2.45433  -2.18534  0.063
H  -5.98114  -3.92258  -2.68821  0.083
H  -3.90986  -3.72827  -3.71138  0.076
C  -4.26108  -3.52969  2.14663  -0.138
O  -5.45643  -3.69924  1.37577  -0.143
H  -3.67597  -4.44027  2.07521  0.076
H  -3.67364  -2.69512  1.75156  0.073
H  -4.49822  -3.34837  3.19453  0.076
H  -5.96048  -2.88409  1.45289  0.068
C  1.49216  2.00988  -7.07919  -0.133
O  1.96775  3.06609  -6.23809  -0.142
H  2.28075  1.78058  -7.79020  0.067
H  1.26910  1.11537  -6.49373  0.078
H  0.59946  2.32607  -7.62197  0.081
H  1.26637  3.26958  -5.61393  0.069
C  -0.91219  2.31159  3.45340  -0.133
O  -0.04155  3.24493  4.09865  -0.124
H  -1.13557  2.70116  2.46400  0.059
H  -0.42722  1.34102  3.34800  0.073
H  -1.84400  2.19886  4.01143  0.089
H  0.15721  2.90415  4.97509  0.083
C  -1.60135  5.96733  0.26414  -0.122
O  -0.97407  5.07313  1.18934  -0.149
H  -0.87317  6.21209  -0.50612  0.076
H  -2.46810  5.49877  -0.20512  0.084
H  -1.91167  6.88671  0.76270  0.083
H  -1.61938  4.86084  1.87067  0.080
C  -3.62393  -6.60063  4.90980  -0.142
O  -3.20156  -5.24950  4.74938  -0.136
H  -4.66670  -6.67341  4.61142  0.079
H  -3.02623  -7.26273  4.27766  0.067
H  -3.53061  -6.90678  5.95467  0.079
H  -2.27873  -5.20130  5.01134  0.052
C  8.19654  6.50755  1.47139  -0.116
O  7.40761  6.17551  0.31875  -0.151
H  7.94900  5.79913  2.25758  0.080
H  9.26030  6.43055  1.24428  0.084
H  7.97057  7.51743  1.81640  0.082
H  7.65219  6.81240  -0.36082  0.089
C  0.27618  -3.38975  4.37196  -0.152
O  -0.75148  -3.62809  3.40767  -0.129
H  0.07595  -3.99615  5.24781  0.051
H  1.25101  -3.66647  3.96119  0.084
H  0.29118  -2.33882  4.67005  0.076
H  -0.55666  -3.08378  2.64067  0.043
C  -8.99814  -4.90590  0.08933  -0.152
O  -8.56268  -3.55502  -0.03325  -0.130
H  -10.02327  -4.95256  -0.26845  0.077
H  -8.38012  -5.57311  -0.51654  0.076
H  -8.97058  -5.23346  1.13120  0.078
H  -7.65728  -3.51512  0.28296  0.032
C  0.19851  -7.36374  3.76160  -0.157
O  -0.12963  -8.57263  4.44071  -0.126
H  0.45673  -6.61513  4.50693  0.064
H  1.05317  -7.51860  3.09797  0.079
H  -0.66011  -7.01288  3.18278  0.073
H  -0.35801  -9.23038  3.77903  0.074
C  -6.84241  0.07146  -3.29201  -0.145
O  -5.65972  0.79813  -2.93871  -0.136
H  -7.62161  0.78760  -3.53275  0.053
H  -6.65255  -0.55852  -4.16478  0.079
H  -7.17304  -0.54696  -2.45417  0.075
H  -4.97753  0.15589  -2.72796  0.052
C  -10.28217  3.24108  -3.92232  -0.153
O  -9.34199  2.28362  -4.40331  -0.136
H  -11.17351  2.70064  -3.61651  0.078
H  -9.88341  3.78355  -3.06128  0.075
H  -10.55097  3.95349  -4.70601  0.076
H  -8.55482  2.76344  -4.67507  0.072
C  4.44830  3.08927  -10.12684  -0.160
O  4.90599  4.13238  -9.27113  -0.125
H  5.23857  2.86973  -10.83900  0.078
H  4.23091  2.18684  -9.54837  0.065
H  3.55477  3.40376  -10.67216  0.077
H  4.20501  4.32475  -8.64254  0.063
C  1.35457  -4.60125  7.90680  -0.142
O  1.63491  -3.44552  7.11604  -0.140
H  0.99539  -5.37979  7.23807  0.070
H  2.25493  -4.95805  8.41111  0.079
H  0.58290  -4.38877  8.64999  0.080
H  1.95303  -2.75943  7.70827  0.074

2S+1	1
orbital gap	7.5030	eV
total charge	+1
E_HOMO	-11.251	eV
largest force on an atom	0.02740	Eh/bohr
energy	-88948.051	eV

---

Entry 7:
The following is a quantum chemistry calculation of a structure of composition CH3NOS, from the OMol25 dataset.

Last column: Löwdin charge in e.
Geometry (Å):
C  0.98195  0.39507  0.35633  -0.179
N  -0.22282  0.67686  0.40471  -0.309
O  -0.78906  -1.69404  -0.53047  -0.575
S  -1.41443  -0.56041  0.12570  0.838
H  1.86627  1.48509  0.40844  0.167
H  1.44823  -0.56563  0.17967  0.047
H  -1.87012  0.26306  -0.94437  0.011

2S+1	1
orbital gap	10.2897	eV
total charge	0
E_HOMO	-9.673	eV
largest force on an atom	0.09613	Eh/bohr
relative energy (zero: lowest compared OMol25 entry of this formula, charge and spin)	3.387	eV
energy	-15455.422	eV

---

Entry 8:
The following is a quantum chemistry calculation of an isolated molecule of C22H35N3O4S, from the OMol25 dataset.

Last column: Löwdin charge in e.
Geometry (Å):
C  -1.92834  -5.46251  -0.39323  -0.112
C  -1.73605  -3.95094  -0.40762  -0.269
C  -2.87644  -3.23551  0.31549  -0.191
C  -2.72139  -1.71631  0.30808  -0.165
N  -1.64037  -1.30251  1.17642  0.083
C  -1.73486  -0.28326  2.03501  -0.477
O  -2.68537  0.47425  2.11189  0.046
C  -0.49439  -0.12734  2.93000  -0.116
N  0.59228  0.50213  2.21999  0.036
C  1.51281  -0.17107  1.49548  -0.763
S  1.60292  -1.83312  1.57627  0.701
N  2.36077  0.55680  0.72963  -0.089
C  2.00276  1.90615  0.31383  -0.093
C  0.59386  1.92419  -0.23677  -0.220
C  0.22765  0.96016  -1.16461  0.031
C  -1.08836  0.85052  -1.57769  -0.186
O  -1.53936  -0.09497  -2.44828  -0.076
C  -0.60701  -0.99318  -2.99888  -0.076
C  -2.07200  1.71430  -1.06067  -0.137
O  -3.34158  1.48490  -1.48807  -0.046
C  -4.40610  1.69946  -0.57700  -0.060
C  -1.68349  2.73470  -0.17983  -0.189
O  -2.64434  3.61547  0.22180  -0.089
C  -2.39822  4.41282  1.35385  -0.071
C  -0.35670  2.81338  0.23785  0.003
C  3.61731  -0.00904  0.27863  -0.319
C  4.83619  0.85754  0.67823  -0.124
C  5.57718  1.16940  -0.62452  -0.191
C  5.21026  0.00196  -1.53688  -0.188
C  3.72804  -0.20537  -1.24424  -0.140
H  -1.95305  -5.83305  0.62905  0.072
H  -2.86360  -5.73387  -0.87846  0.071
H  -1.11307  -5.95669  -0.91605  0.068
H  -0.78096  -3.71243  0.06571  0.091
H  -1.69480  -3.60079  -1.44154  0.101
H  -2.93121  -3.58527  1.34884  0.119
H  -3.81980  -3.48665  -0.17315  0.116
H  -2.54980  -1.36218  -0.71325  0.111
H  -3.62676  -1.23524  0.68666  0.122
H  -0.78154  -1.84170  1.15690  0.036
H  -0.15831  -1.10522  3.28277  0.084
H  -0.75758  0.50342  3.78195  0.129
H  0.43540  1.47396  2.00126  0.110
H  2.71328  2.20463  -0.45936  0.129
H  2.10158  2.61855  1.14431  0.132
H  0.96837  0.26409  -1.51829  0.097
H  0.15542  -0.47234  -3.58713  0.099
H  -1.18181  -1.64392  -3.65618  0.098
H  -0.11985  -1.59746  -2.22582  0.091
H  -4.70696  2.74912  -0.55621  0.088
H  -4.13276  1.37828  0.43054  0.079
H  -5.23011  1.09065  -0.94905  0.095
H  -2.11177  3.80132  2.21473  0.100
H  -1.62918  5.16893  1.16137  0.092
H  -3.34101  4.91366  1.56826  0.097
H  -0.05834  3.58437  0.93258  0.112
H  3.68978  -0.98541  0.76374  0.073
H  5.47973  0.28959  1.34937  0.114
H  4.53042  1.76107  1.20321  0.106
H  5.21430  2.10363  -1.05792  0.107
H  6.65139  1.26218  -0.47470  0.106
H  5.77542  -0.88572  -1.25079  0.115
H  5.40235  0.21199  -2.58803  0.109
H  3.14830  0.55308  -1.77232  0.103
H  3.36892  -1.18755  -1.54718  0.115

2S+1	1
orbital gap	8.5716	eV
total charge	0
SMILES	CCCCNC(=O)CNC(=S)N(Cc1cc(OC)c(OC)c(OC)c1)C1CCCC1
E_HOMO	-7.958	eV
largest force on an atom	0.01937	Eh/bohr
relative energy (zero: lowest compared OMol25 entry of this formula, charge and spin)	2.399	eV
energy	-46877.686	eV